No. 1
Formula: C39H50CeCl2O3P4
Source: the OMol25 dataset
Level of theory: wB97M-V/def2-TZVPD

Geometry (Å):
Ce (0.458, 0.366, -0.134)
Cl (2.492, 1.938, 0.357)
Cl (-0.002, 0.043, 8.858)
P (-1.668, 2.365, 0.193)
P (1.843, -2.209, -0.063)
P (1.324, 1.037, -4.545)
P (-3.272, -2.580, -2.268)
O (-1.286, -1.804, 2.557)
O (0.006, 0.010, 2.118)
O (-2.107, -0.084, -3.605)
C (-1.573, -1.214, -0.433)
C (0.916, 0.775, -2.395)
C (5.069, 1.284, -6.104)
C (-1.697, 3.741, -5.168)
C (-0.103, -0.024, -2.313)
C (-0.185, -0.182, 7.170)
C (-0.182, 3.845, -7.060)
C (1.086, -3.850, -0.306)
C (4.890, 2.943, -4.341)
C (-1.116, -1.412, 5.304)
C (0.616, 2.861, -6.478)
C (3.039, 1.469, -4.811)
C (-1.335, 4.288, -6.405)
C (0.432, -3.076, -6.380)
C (-0.246, -1.952, -6.853)
C (5.625, 2.330, -5.364)
C (3.327, -2.290, -1.123)
C (-2.556, -3.594, -3.567)
C (-0.982, -1.232, 6.685)
C (3.775, 0.843, -5.831)
C (3.597, 2.514, -4.055)
C (-0.464, -0.561, 4.398)
C (1.388, -2.948, -5.367)
C (-1.155, -0.871, -2.846)
C (-0.616, -0.826, 2.916)
C (-1.850, 3.676, -1.061)
C (2.552, -2.403, 1.616)
C (-3.846, -3.554, -0.892)
C (-4.574, -1.549, -2.939)
C (-1.176, 3.306, 1.690)
C (0.974, -0.561, -5.294)
C (0.009, -0.694, -6.307)
C (0.466, 0.683, 6.274)
C (0.250, 2.305, -5.239)
C (0.323, 0.489, 4.896)
C (-3.402, 1.949, 0.589)
C (1.678, -1.692, -4.836)
C (-1.929, -1.506, -1.695)
C (-0.912, 2.747, -4.582)
H (-1.646, 0.391, -4.328)
H (1.666, 1.405, -1.840)
H (1.077, 1.493, 6.661)
H (-2.196, 4.610, -0.597)
H (-2.076, -1.628, 0.448)
H (-4.866, -0.801, -2.192)
H (-1.836, 4.177, 1.812)
H (-1.483, -1.893, 7.386)
H (0.104, 4.261, -8.023)
H (1.778, -2.774, 2.303)
H (3.734, -1.275, -1.235)
H (2.450, -1.579, -4.071)
H (-0.511, 0.187, -6.689)
H (2.896, -1.427, 1.984)
H (0.225, -4.058, -6.809)
H (-1.245, 2.658, 2.575)
H (6.637, 2.673, -5.584)
H (-0.671, -1.637, -3.479)
H (3.330, 0.032, -6.406)
H (-0.875, 3.845, -1.539)
H (-2.250, -2.976, -4.421)
H (-3.416, 1.206, 1.399)
H (1.821, -4.654, -0.157)
H (-3.067, -4.260, -0.573)
H (5.320, 3.760, -3.765)
H (1.523, 2.520, -6.978)
H (-2.561, 3.358, -1.837)
H (-1.184, 2.329, -3.610)
H (-3.307, -4.323, -3.899)
H (-1.731, -2.225, 4.925)
H (-1.953, 5.062, -6.859)
H (0.671, -3.909, -1.321)
H (-2.593, 4.082, -4.651)
H (1.927, -3.822, -4.998)
H (-4.200, -1.031, -3.830)
H (-4.732, -4.113, -1.222)
H (-0.977, -2.042, -7.657)
H (3.061, -2.674, -2.117)
H (-3.876, 1.501, -0.295)
H (-4.110, -2.897, -0.052)
H (-5.436, -2.179, -3.192)
H (5.634, 0.808, -6.903)
H (0.833, 1.152, 4.199)
H (-1.678, -4.131, -3.180)
H (-3.961, 2.844, 0.899)
H (0.260, -3.963, 0.410)
H (3.010, 2.979, -3.261)
H (3.396, -3.106, 1.583)
H (4.085, -2.937, -0.660)
H (-0.134, 3.638, 1.592)

For the LUMO energy (spin up / spin down), the calculation gives -5.88 / -5.87 eV. The maximum force is 7.3 eV/A. The highest occupied orbital energy (spin up / spin down) is -12.13 / -12.13 eV. Its net charge is +2. The calculation puts the total energy at -122512.2264 eV.



No. 2
Formula: C25H29BN8O3S8SbTc
Source: the OMol25 dataset
Level of theory: wB97M-V/def2-TZVPD

Geometry (Å):
Sb (-2.160, 1.283, 6.894)
Tc (0.473, -0.004, 1.653)
S (-0.622, 2.284, 5.684)
S (-2.322, 2.066, 0.983)
S (-1.064, -0.207, 3.161)
S (2.221, -0.038, -1.471)
S (2.407, 2.307, 1.757)
S (-0.390, -1.081, 4.919)
S (-1.134, 0.660, -0.005)
S (-2.047, -1.050, 6.103)
O (3.525, -0.585, -1.681)
O (2.044, 1.378, -1.296)
O (0.929, 1.997, 1.384)
N (-3.356, 0.244, -1.588)
N (-2.312, -1.615, -1.103)
N (0.947, -2.041, 1.458)
N (-3.107, 2.852, -1.476)
N (-1.659, -2.067, -5.431)
N (2.267, -2.985, -0.284)
N (1.602, -0.674, -0.085)
N (-1.762, 4.300, -0.551)
C (-0.886, 4.942, 0.425)
C (-3.288, -1.928, -2.011)
C (2.879, -1.112, 3.903)
C (1.276, -1.883, -3.231)
C (3.975, 0.108, 1.640)
C (3.878, -1.738, 3.179)
C (-1.362, -2.580, -0.572)
C (0.356, -2.364, -4.140)
C (1.508, -4.314, 1.570)
C (2.177, -4.145, 0.356)
C (4.424, -1.134, 2.048)
C (2.962, 0.731, 2.371)
C (2.282, 3.268, 3.253)
C (1.128, -0.597, -2.717)
C (0.884, -3.206, 2.101)
C (1.667, -1.958, 0.307)
C (-2.055, 4.764, -1.806)
C (2.393, 0.137, 3.506)
C (-2.887, 3.851, -2.382)
C (-3.936, -0.776, -2.301)
C (0.087, 0.218, -3.150)
C (-2.420, 3.145, -0.377)
C (-2.373, -0.295, -0.861)
C (-0.715, -1.566, -4.566)
C (-0.828, -0.261, -4.066)
B (-4.107, 1.655, -1.603)
H (-1.660, 5.693, -2.175)
H (-1.624, 0.381, -4.425)
H (-1.781, -3.572, -0.715)
H (-1.399, -2.874, -5.975)
H (-1.477, 5.428, 1.198)
H (-2.211, -1.400, -5.944)
H (4.253, -2.699, 3.506)
H (1.464, -5.274, 2.061)
H (0.318, -3.232, 3.025)
H (-3.351, 3.846, -3.352)
H (-0.283, 5.682, -0.093)
H (-4.639, 1.737, -2.671)
H (1.691, 0.669, 4.140)
H (1.918, 4.253, 2.964)
H (1.597, 2.799, 3.957)
H (2.484, -1.570, 4.800)
H (-3.426, -2.933, -2.370)
H (-4.776, -0.591, -2.944)
H (-1.224, -2.398, 0.489)
H (4.381, 0.580, 0.754)
H (-4.856, 1.681, -0.670)
H (2.114, -2.492, -2.917)
H (0.475, -3.360, -4.550)
H (-0.243, 4.182, 0.865)
H (5.204, -1.629, 1.485)
H (0.020, 1.235, -2.783)
H (3.285, 3.361, 3.670)
H (2.662, -4.989, -0.123)
H (-0.417, -2.503, -1.109)

For the LUMO energy, the calculation gives -6.27 eV. As for the energy relative to the best compared isomer or geometry (same formula, charge and spin): 0.18 kcal/mol. The maximum force is 0.1 eV/A. The highest occupied orbital energy is -12.73 eV. Its net charge is +2. The calculation puts the total energy at -140542.9505 eV.



No. 3
Formula: C2H3FLiMgO
Source: the OMol25 dataset
Level of theory: wB97M-V/def2-TZVPD

Geometry (Å):
Mg (-1.530, 0.226, 2.458)
F (0.369, -0.391, -2.369)
O (-0.452, -0.078, 0.993)
C (0.573, -0.248, -1.090)
C (-0.707, -0.083, -0.374)
Li (1.521, -0.309, 0.996)
H (2.789, 0.940, 0.826)
H (-1.181, 0.851, -0.747)
H (-1.382, -0.908, -0.693)

For the LUMO energy (spin up / spin down), the calculation gives -4.72 / -6.04 eV. As for the energy relative to the best compared isomer or geometry (same formula, charge and spin): 5.01 kcal/mol. The maximum force is 1.0 eV/A. The highest occupied orbital energy (spin up / spin down) is -14.09 / -11.10 eV. Its net charge is +1. The calculation puts the total energy at -12526.0284 eV.